w:
Computed, not measured: a 2-piece molecular cluster, H2N3O2S overall, with wB97M-V/def2-TZVPD.

## Properties
* HOMO energy: -4.280 eV
* orbital gap: 8.22 eV

Geometry as ORCA input:
```
! RIJCOSX wB97M-V def2-TZVPD def2/J DEFGRID3
* xyz -1 1
N -0.042 1.454 -0.853
N -0.383 -0.701 0.636
N 0.725 -1.214 1.100
O 0.850 -2.419 1.318
O -0.505 2.513 -0.346
S 0.634 1.484 -2.308
H -0.089 0.308 0.029
H -1.190 -1.425 0.425
*
```


x:
Computed, not measured: an isolated ion of composition H2N3O2S and charge -1, with wB97M-V/def2-TZVPD.

## Properties
* HOMO energy: -3.441 eV
* orbital gap: 7.30 eV
* SMILES: NN([O-])[N+]([O-])=S

Geometry as ORCA input:
```
! RIJCOSX wB97M-V def2-TZVPD def2/J DEFGRID3
* xyz -1 1
N -0.017 -0.192 -0.382
N -1.046 -1.046 -0.139
N -2.154 -0.464 0.020
O -0.835 -2.252 -0.016
O -3.217 -1.047 0.055
S -2.195 1.473 -0.007
H 0.587 -0.362 0.365
H -0.533 0.777 -0.466
*
```


w (0.0470 hartree below the next structure)


w:
Computed, not measured: a 3-piece molecular cluster, H5O2S overall, with wB97M-V/def2-TZVPD.

## Properties
* HOMO energy: -3.424 eV
* orbital gap: 7.64 eV

Geometry as ORCA input:
```
! RIJCOSX wB97M-V def2-TZVPD def2/J DEFGRID3
* xyz -1 1
S 0.106 0.260 -0.362
H -0.364 0.670 0.829
H 2.856 -0.128 1.396
H 2.307 -0.665 0.190
O 3.146 -0.736 0.700
H -2.793 0.823 -1.305
H -2.231 -0.150 -0.425
O -3.028 -0.074 -1.022
*
```


x:
Computed, not measured: a 3-piece molecular cluster, H5O2S overall, with wB97M-V/def2-TZVPD.

## Properties
* HOMO energy: -2.620 eV
* orbital gap: 6.04 eV

Geometry as ORCA input:
```
! RIJCOSX wB97M-V def2-TZVPD def2/J DEFGRID3
* xyz -1 1
S -0.255 1.369 -3.137
H 0.930 1.656 -3.623
H -0.543 1.106 -0.513
H -1.029 1.329 0.953
O -0.894 0.606 0.266
H 1.367 -2.109 2.222
H -0.019 -2.191 1.574
O 0.444 -1.766 2.257
*
```


w (0.0247 hartree below the next structure)


w:
Computed, not measured: a 2-piece molecular cluster, C3H9OS overall, with wB97M-V/def2-TZVPD.

## Properties
* HOMO energy: -2.406 eV
* orbital gap: 6.59 eV

Geometry as ORCA input:
```
! RIJCOSX wB97M-V def2-TZVPD def2/J DEFGRID3
* xyz -1 1
C 2.046 0.301 1.687
C 1.486 0.201 0.281
C 0.020 0.674 0.317
S -1.368 -0.394 0.618
H 1.250 0.011 2.415
H 2.033 1.349 1.971
H 2.992 -0.164 1.930
H 2.018 0.774 -0.518
H 1.500 -0.815 -0.191
H -0.009 1.158 -0.678
H -0.145 1.525 1.018
H -1.771 -0.257 -2.783
H -0.347 -0.233 -2.414
O -0.920 -0.563 -3.137
*
```


x:
Computed, not measured: a 2-piece molecular cluster, C3H9OS overall, with wB97M-V/def2-TZVPD.

## Properties
* HOMO energy: -2.286 eV
* orbital gap: 5.91 eV

Geometry as ORCA input:
```
! RIJCOSX wB97M-V def2-TZVPD def2/J DEFGRID3
* xyz -1 1
C 2.294 -0.501 -1.849
O 2.388 0.768 -1.255
H 1.741 -1.206 -1.195
H 1.883 -0.565 -2.864
H 3.190 -1.118 -1.820
C -1.877 0.787 1.717
C -1.266 -0.325 0.872
S -2.394 -1.137 -0.347
H -2.927 0.982 1.521
H -1.312 1.718 1.609
H -1.895 0.573 2.797
H -0.447 0.189 0.348
H -0.865 -1.133 1.489
H 1.485 0.968 -1.023
*
```


w (0.0232 hartree below the next structure)


w:
Computed, not measured: a 3-piece molecular cluster, C7H17NO overall, with wB97M-V/def2-TZVPD.

## Properties
* HOMO energy: -10.037 eV
* orbital gap: 10.37 eV

Geometry as ORCA input:
```
! RIJCOSX wB97M-V def2-TZVPD def2/J DEFGRID3
* xyz 0 1
C 0.212 2.612 -0.288
C 0.574 1.531 0.823
C 1.059 0.343 -0.080
C 1.629 -0.918 0.667
C 2.257 -1.994 -0.249
C -1.991 -0.867 0.424
C -2.760 0.242 -0.251
H 1.230 2.829 -0.801
H -0.311 2.443 -1.232
H -0.148 3.366 0.316
H -0.543 1.296 1.166
H 1.184 1.987 1.711
H 0.132 -0.281 -0.636
H 1.639 0.778 -0.890
H 0.773 -1.375 1.232
H 2.181 -0.671 1.585
H 3.031 -1.603 -0.807
H 2.688 -2.883 0.245
H 1.428 -2.187 -0.936
H -0.451 -2.106 -0.400
H -1.659 -1.635 -1.598
H -3.358 -0.040 -1.095
H -2.025 1.110 -0.698
H -3.346 0.858 0.730
N -1.851 -1.882 -0.487
O -1.575 -0.951 1.550
*
```


x:
Computed, not measured: a 2-piece molecular cluster, C7H17NO overall, with wB97M-V/def2-TZVPD.

## Properties
* HOMO energy: -9.681 eV
* orbital gap: 10.53 eV
* SMILES: C=C(C)[C@H](N)O.CCC

Geometry as ORCA input:
```
! RIJCOSX wB97M-V def2-TZVPD def2/J DEFGRID3
* xyz 0 1
C -1.243 -1.277 0.396
C -2.012 1.037 -0.416
C -1.322 0.220 0.627
N -1.076 -1.648 -0.978
C -1.179 0.641 1.894
O -2.480 -1.748 0.936
H -2.579 -1.159 1.798
H -0.406 -1.694 0.979
H -1.902 -1.385 -1.509
H -0.981 -2.655 -1.047
H -2.217 2.042 -0.055
H -2.949 0.570 -0.717
H -1.367 1.104 -1.293
H -0.562 0.097 2.594
H -1.225 1.693 2.126
C 2.108 0.983 -0.329
C 1.675 0.426 -1.680
C 2.619 -0.119 0.593
H 2.892 1.731 -0.472
H 1.261 1.483 0.149
H 2.512 -0.061 -2.178
H 1.846 -0.870 0.742
H 1.318 1.222 -2.332
H 0.879 -0.307 -1.550
H 3.489 -0.609 0.158
H 2.901 0.285 1.564
*
```


y:
Computed, not measured: a 2-piece molecular cluster, C7H17NO overall, with wB97M-V/def2-TZVPD.

## Properties
* HOMO energy: -8.942 eV
* orbital gap: 9.69 eV
* SMILES: CCN(C)C(C)=O.CC

Geometry as ORCA input:
```
! RIJCOSX wB97M-V def2-TZVPD def2/J DEFGRID3
* xyz 0 1
C 1.688 0.154 -0.951
C 2.969 -0.558 -1.356
C 3.099 1.249 0.747
C -0.460 -0.391 0.736
C 0.807 0.320 1.270
O 0.771 0.756 2.381
N 1.864 0.633 0.425
H 1.452 1.280 -1.536
H 0.999 -0.620 -1.158
H 3.445 -1.088 -0.545
H 3.705 -0.154 -2.046
H 2.842 2.141 1.324
H -1.222 0.026 1.381
H 2.883 -1.710 -1.669
H 3.908 0.351 1.288
H 3.846 1.613 0.021
H -0.800 -0.087 -0.243
H -0.465 -1.543 0.765
C -3.687 -0.734 -0.702
C -4.127 0.101 0.476
H -4.498 -1.282 -1.117
H -3.128 -0.137 -1.443
H -3.005 -1.505 -0.287
H -4.919 0.807 0.065
H -3.277 0.712 0.853
H -4.692 -0.335 1.325
*
```


x (0.0834 hartree below the next structure)


w:
Computed, not measured: a 2-piece molecular cluster, C7H17NO overall, with wB97M-V/def2-TZVPD.

## Properties
* HOMO energy: -9.906 eV
* orbital gap: 10.80 eV
* SMILES: CCC(N)=O.CC(C)C

Geometry as ORCA input:
```
! RIJCOSX wB97M-V def2-TZVPD def2/J DEFGRID3
* xyz 0 1
C -0.267 -2.935 0.463
C -0.387 -1.707 -0.569
C -1.531 -2.858 1.363
C 0.139 -4.206 -0.196
H 0.589 -2.651 1.159
H -1.354 -1.276 -0.976
H -2.442 -3.387 0.898
H -1.192 -3.294 2.321
H -1.828 -1.749 1.590
H 0.181 -4.021 -1.293
H 0.973 -4.696 0.064
H -0.638 -5.012 -0.137
H 0.250 -1.916 -1.474
H 0.141 -0.947 0.067
C -0.258 2.973 0.384
C -1.155 1.759 0.527
C 0.958 2.628 -0.356
O 1.847 1.988 0.209
N 1.120 3.006 -1.732
H -0.809 3.828 0.005
H 0.000 3.415 1.408
H -2.183 1.881 0.858
H 1.983 2.967 -2.228
H 0.468 3.522 -2.131
H -0.526 1.159 1.083
H -1.215 1.309 -0.460
*
```


x:
Computed, not measured: a 2-piece molecular cluster, C7H17NO overall, with wB97M-V/def2-TZVPD.

## Properties
* HOMO energy: -9.731 eV
* orbital gap: 10.51 eV
* SMILES: CCC(N)=O.CC(C)C

Geometry as ORCA input:
```
! RIJCOSX wB97M-V def2-TZVPD def2/J DEFGRID3
* xyz 0 1
C -0.955 0.278 -1.417
C -1.203 -1.194 -1.277
C -0.920 0.624 -2.950
C -1.945 1.205 -0.741
H 0.089 0.563 -1.065
H -2.041 -1.607 -1.799
H -1.628 0.183 -3.620
H -0.818 1.702 -3.144
H 0.001 0.139 -3.249
H -1.877 1.197 0.333
H -1.913 2.249 -1.014
H -2.961 0.842 -1.009
H -1.249 -1.521 -0.242
H -0.328 -1.745 -1.657
C 0.995 -0.556 1.475
C 2.222 -0.969 0.650
C 1.469 -0.146 2.822
O 2.487 -0.488 3.410
N 0.777 0.876 3.446
H 0.583 0.229 0.801
H 0.183 -1.323 1.608
H 2.592 -1.985 0.742
H 1.087 1.098 4.369
H 0.172 1.548 2.993
H 3.064 -0.378 0.957
H 2.116 -0.821 -0.422
*
```


x (0.0449 hartree below the next structure)


w:
Computed, not measured: a 2-piece molecular cluster, C7H17NO overall, with wB97M-V/def2-TZVPD.

## Properties
* HOMO energy: -9.067 eV
* orbital gap: 9.77 eV
* SMILES: CCN(C)C(C)=O.CC

Geometry as ORCA input:
```
! RIJCOSX wB97M-V def2-TZVPD def2/J DEFGRID3
* xyz 0 1
C -0.223 -1.027 0.874
C 0.947 -2.014 1.151
C -2.584 -2.422 0.713
C -1.730 1.325 0.468
C -2.372 -0.008 0.587
O -3.607 0.000 0.536
N -1.666 -1.222 0.500
H -0.209 -0.351 1.770
H 0.131 -0.411 0.028
H 0.814 -2.790 1.953
H 1.885 -1.393 1.083
H -3.476 -1.826 0.320
H -0.789 1.340 -0.063
H 1.550 -2.567 0.580
H -2.478 -3.146 0.070
H -2.619 -2.669 1.838
H -2.499 1.948 -0.053
H -1.606 1.808 1.473
C 2.224 1.243 -1.505
C 2.878 2.541 -1.988
H 2.749 1.068 -0.552
H 1.148 1.522 -1.388
H 2.420 0.392 -2.311
H 4.007 2.398 -1.989
H 2.509 2.954 -2.905
H 2.597 3.306 -1.189
*
```


x:
Computed, not measured: C7H17NO as an isolated structure, with wB97M-V/def2-TZVPD.

## Properties
* HOMO energy: -10.124 eV
* orbital gap: 9.50 eV

Geometry as ORCA input:
```
! RIJCOSX wB97M-V def2-TZVPD def2/J DEFGRID3
* xyz 0 1
C 4.889 -1.208 -0.221
C 3.688 -0.596 0.719
C 2.781 0.207 -0.181
C 1.332 0.598 0.281
C 0.665 1.508 -0.695
C -5.821 -0.287 -0.102
C -4.477 -0.357 -0.776
H 4.295 -1.344 -1.427
H 5.536 -0.282 -0.196
H 5.486 -2.109 0.060
H 4.075 0.214 1.413
H 3.205 -1.324 1.379
H 3.561 0.924 -0.449
H 2.378 -0.453 -0.923
H 1.464 1.085 1.233
H 0.836 -0.376 0.553
H 0.424 0.944 -1.542
H -0.198 1.913 -0.360
H 1.181 2.417 -0.821
H -6.141 -0.164 2.384
H -4.570 0.072 1.943
H -4.051 -1.463 -0.911
H -3.646 0.245 -0.206
H -4.424 0.278 -1.770
N -5.713 0.439 1.108
O -6.756 -0.879 -0.491
*
```


w (0.1432 hartree below the next structure)